[1]
A structure of composition C30H46BF5N6O6P3SV, computed with ωB97M-V with the def2-TZVPD basis set.

Geometry as XYZ:
```
99
Properties=species:S:1:pos:R:3:forces:R:3
V -0.785 -0.853 -0.819 -1.014 0.233 1.049
N -1.172 1.831 -4.827 -0.106 -0.118 -0.042
C -1.574 0.421 -4.612 0.228 -0.059 0.392
C -2.268 -0.241 -5.801 0.071 0.048 -0.077
P -2.666 0.242 -3.128 0.287 0.189 0.021
O -3.441 1.652 -3.079 0.206 0.073 0.129
O -3.590 -0.874 -3.295 -0.137 -0.139 0.050
O -1.653 0.319 -1.925 -0.823 0.442 -0.782
P -0.024 -0.457 -4.111 0.084 -0.145 0.086
O 0.697 -0.827 -5.486 -0.061 -0.171 0.055
O -0.141 -1.633 -3.206 -0.035 0.641 -0.048
O 0.828 0.725 -3.506 0.130 0.034 -0.178
H -1.936 2.457 -4.601 -0.030 0.000 -0.012
H -0.924 1.974 -5.800 -0.052 -0.008 -0.032
H 0.446 1.564 -3.855 -0.129 -0.035 0.094
H -3.177 0.310 -6.049 0.007 -0.019 0.013
H -2.556 -1.263 -5.558 0.025 0.007 -0.009
H -1.605 -0.248 -6.668 -0.014 0.032 -0.009
H -4.369 1.480 -2.868 -0.019 0.033 -0.065
H 0.892 -1.773 -5.532 0.021 0.015 -0.042
F -7.042 -4.295 1.622 -0.014 -0.001 0.021
C -5.931 -3.914 0.993 -0.138 -0.048 0.086
C -5.840 -2.654 0.441 -0.032 0.118 -0.012
F -6.868 -1.807 0.557 0.005 0.012 -0.004
C -4.687 -2.265 -0.213 0.017 0.000 -0.025
F -4.667 -1.016 -0.671 0.116 0.095 -0.135
C -3.588 -3.110 -0.352 -0.025 0.141 -0.145
S -2.127 -2.759 -1.263 -0.107 -0.236 0.070
C -3.712 -4.368 0.235 0.029 -0.073 -0.004
F -2.699 -5.233 0.195 0.021 -0.015 -0.027
C -4.857 -4.773 0.893 0.080 -0.126 0.058
F -4.930 -5.988 1.444 0.005 0.003 -0.022
C -3.874 -0.248 2.882 0.034 0.010 -0.050
C -3.574 0.783 1.998 0.000 -0.067 0.047
C -2.645 0.588 0.985 0.039 -0.047 0.052
C -2.017 -0.648 0.825 -0.355 -0.071 -0.140
C -2.307 -1.667 1.724 0.164 0.082 0.110
C -3.222 -1.466 2.752 -0.001 0.045 0.033
H -4.615 -0.105 3.659 0.041 0.007 0.000
H -4.071 1.741 2.089 0.002 -0.019 0.005
H -2.430 1.399 0.303 -0.008 0.005 -0.063
H -1.819 -2.629 1.632 -0.035 -0.003 -0.028
H -3.438 -2.279 3.436 0.002 0.033 -0.025
B 2.370 -4.205 -0.380 0.138 -0.102 -0.018
C 1.312 -3.062 -0.477 0.012 0.032 0.098
N 0.524 -2.216 -0.537 1.012 -1.105 -0.159
H 3.474 -3.687 -0.382 -0.112 -0.021 -0.003
H 2.149 -4.803 0.656 -0.006 0.086 -0.047
H 2.178 -4.916 -1.347 0.069 0.081 0.098
N 0.222 0.178 0.056 0.185 0.127 -0.795
P 1.321 0.974 0.905 0.361 0.336 0.635
N 2.706 1.037 0.034 -0.048 0.089 -0.452
C 3.688 2.080 0.351 0.077 -0.184 -0.012
C 5.118 1.565 0.189 -0.027 0.030 -0.073
C 5.323 0.916 -1.178 -0.032 -0.045 0.069
C 4.282 -0.180 -1.389 0.004 0.080 0.080
C 2.889 0.421 -1.293 0.176 0.030 0.176
N 1.776 0.376 2.367 -0.167 -0.685 0.036
C 2.978 -0.514 2.415 -0.137 0.087 0.107
C 2.947 -1.386 3.658 -0.092 -0.039 -0.003
C 1.732 -2.313 3.654 -0.021 0.051 -0.034
C 0.467 -1.563 3.191 0.256 0.039 -0.018
C 0.662 -0.053 3.256 0.070 0.056 -0.024
N 0.690 2.445 1.258 -0.279 0.210 -0.129
C -0.138 3.145 0.259 0.177 -0.018 0.121
C 0.492 4.476 -0.122 0.039 0.008 0.079
C 0.703 5.334 1.124 0.048 -0.007 -0.023
C 1.540 4.583 2.158 -0.025 0.018 -0.031
C 0.924 3.225 2.476 -0.019 -0.006 -0.108
H 3.527 2.418 1.376 -0.009 0.034 0.003
H 3.539 2.942 -0.314 -0.042 0.001 0.016
H 5.334 0.832 0.970 -0.001 0.015 -0.002
H 5.803 2.405 0.325 0.010 -0.020 0.033
H 6.335 0.515 -1.259 0.001 0.022 0.002
H 5.209 1.676 -1.960 0.035 -0.021 -0.014
H 4.391 -0.950 -0.618 0.004 -0.045 -0.085
H 4.406 -0.667 -2.359 -0.019 0.028 0.011
H 2.123 -0.331 -1.451 -0.026 -0.004 0.034
H 2.772 1.188 -2.066 -0.049 -0.011 0.015
H 3.867 0.112 2.434 0.058 0.064 -0.066
H 3.035 -1.152 1.530 -0.043 -0.022 -0.032
H 2.941 -0.751 4.547 0.052 0.003 0.014
H 3.868 -1.969 3.684 0.027 0.025 0.038
H 1.591 -2.734 4.650 0.002 -0.007 0.017
H 1.921 -3.149 2.977 0.001 -0.026 0.014
H -0.402 -1.843 3.788 0.001 0.008 -0.041
H 0.248 -1.820 2.154 -0.008 -0.014 0.079
H 0.883 0.264 4.278 -0.018 0.063 0.009
H -0.249 0.462 2.945 -0.021 0.007 -0.016
H -1.129 3.323 0.690 -0.025 -0.047 0.033
H -0.268 2.503 -0.610 -0.035 -0.062 -0.046
H -0.149 4.993 -0.839 0.008 -0.025 -0.015
H 1.455 4.287 -0.609 -0.035 0.027 -0.020
H -0.272 5.579 1.559 0.020 0.016 -0.018
H 1.185 6.277 0.859 -0.026 0.016 0.027
H 1.617 5.162 3.081 0.023 -0.009 -0.011
H 2.555 4.445 1.772 -0.025 0.001 0.027
H -0.041 3.381 2.975 -0.006 -0.050 0.003
H 1.558 2.650 3.146 0.009 -0.018 0.027
```
Positions in Å, forces in eV/Å.

The value obtained for the HOMO energy is -0.28585 Ha. The calculation puts the energy at -4841.42527 a.u. As for the total charge: 0. The max |F| is 0.029 Eh/bohr. The calculation puts the lowest unoccupied orbital energy at -0.916 eV. The gap between HOMO and LUMO is 6.863 eV.

[2]
A structure of composition C30H46Br33FN2O4P3S, computed with ωB97M-V with the def2-TZVPD basis set.

Geometry as XYZ:
```
120
Properties=species:S:1:pos:R:3:forces:R:3
C -2.259 0.388 3.273 0.173 -0.001 -0.457
C -1.806 1.373 2.236 0.434 0.115 -0.125
C -2.671 2.371 1.790 0.870 0.798 -1.081
C -2.238 3.296 0.823 1.112 -0.900 0.230
C -0.927 3.211 0.317 -0.589 -0.886 0.846
C -0.034 2.216 0.761 -1.170 -0.227 0.278
C 1.363 2.239 0.212 -0.284 0.101 -0.245
C 1.737 1.090 -0.721 -0.411 -0.067 0.258
F 3.142 1.080 -0.834 0.589 -0.130 -0.175
C 1.268 1.507 -2.130 0.491 -0.213 0.406
P 2.391 2.737 -2.965 -0.613 0.745 -1.024
O 1.639 3.323 -4.096 0.040 -0.242 0.154
N 0.940 0.413 -3.095 -0.232 -0.182 -0.202
C 2.080 -0.148 -3.945 -0.367 -0.208 0.086
O 2.106 0.482 -5.146 0.903 -0.006 -0.179
C 1.215 0.016 -6.123 -0.437 0.086 0.002
O 0.004 0.701 -5.989 -0.082 0.107 0.135
C -1.163 -0.095 -5.858 -0.162 -0.094 -0.232
C -2.370 0.724 -6.211 -0.435 0.304 0.316
O -2.911 1.364 -5.063 0.344 0.286 0.103
C 0.194 -0.687 -2.381 -0.448 0.979 0.544
C -1.136 -0.131 -1.859 0.227 -0.528 0.053
C 1.109 -1.206 -1.309 -0.688 -0.154 0.215
P 0.531 -2.823 -0.599 1.147 -0.698 1.347
C 0.345 -3.956 -2.004 0.002 0.746 -0.314
C -1.073 -2.589 0.232 -0.016 -0.081 -1.086
N 1.291 -0.205 -0.231 0.615 -0.635 -0.496
P 2.353 -0.840 1.016 -0.105 1.761 0.735
S 2.822 0.421 2.401 0.189 -0.115 0.038
C -0.498 1.294 1.724 -0.613 0.920 -0.602
H -3.089 0.777 3.840 -0.189 0.148 0.358
H -2.614 -0.505 2.776 -0.070 -0.360 -0.025
H -1.441 0.098 3.916 0.162 0.003 0.347
H -3.663 2.493 2.172 -0.416 -0.198 0.325
H -2.870 4.089 0.471 -0.338 0.175 -0.025
H -0.580 3.936 -0.389 0.144 0.438 -0.335
H 2.124 2.359 0.965 0.099 -0.213 0.260
H 1.407 3.127 -0.397 0.208 0.568 -0.150
H 0.364 2.080 -2.003 -0.506 0.155 -0.024
H 2.753 3.666 -1.984 0.209 -0.277 0.289
H 3.556 2.061 -3.354 0.117 -0.052 0.370
H 0.290 0.831 -3.770 0.113 0.178 -0.317
H 3.014 -0.026 -3.427 0.335 0.323 0.270
H 1.906 -1.214 -4.035 -0.261 -0.349 -0.057
H 1.050 -1.056 -6.038 0.085 -0.351 0.184
H 1.662 0.230 -7.079 0.205 0.244 -0.249
H -1.316 -0.422 -4.831 0.156 -0.255 0.344
H -1.122 -0.968 -6.499 0.220 -0.263 -0.238
H -3.121 0.110 -6.690 -0.177 -0.245 -0.138
H -2.083 1.500 -6.902 0.159 0.271 -0.340
H -3.692 0.899 -4.775 -0.319 -0.145 0.077
H -0.015 -1.457 -3.102 0.215 -0.243 -0.499
H -1.914 -0.853 -2.047 -0.340 -0.233 -0.159
H -1.100 0.004 -0.789 0.023 0.377 0.297
H -1.422 0.790 -2.344 -0.124 0.332 -0.152
H 2.077 -1.460 -1.735 0.308 -0.199 -0.311
H -0.212 -3.595 -2.860 -0.411 -0.048 -0.160
H 1.342 -4.190 -2.343 0.394 -0.136 -0.112
H -0.077 -4.873 -1.629 -0.297 -0.336 0.116
H -1.019 -1.744 0.899 -0.050 0.302 0.285
H -1.904 -2.491 -0.453 -0.352 0.243 -0.054
H -1.240 -3.493 0.794 -0.017 -0.305 0.412
H 1.735 -1.966 1.596 -0.870 0.794 -1.012
H 3.444 -1.319 0.294 -0.131 -0.278 -0.350
H 0.170 0.545 2.104 0.138 -0.163 0.205
C -1.925 -5.356 6.004 -0.049 0.000 -0.016
Br -1.077 -4.964 4.317 -0.005 0.015 -0.025
Br -3.675 -4.582 6.129 -0.016 0.052 -0.008
Br -1.979 -7.243 6.343 0.014 -0.088 -0.029
H -1.319 -4.911 6.777 0.064 0.025 0.039
C 4.657 -4.176 3.070 0.146 0.006 -0.022
Br 3.185 -3.159 2.302 1.101 -1.882 0.990
Br 5.179 -3.402 4.739 0.019 -0.074 0.089
Br 4.284 -6.058 3.191 -0.166 0.272 0.038
H 5.485 -4.065 2.385 0.017 0.061 -0.025
C 3.939 3.751 -7.409 -0.001 -0.062 0.018
Br 5.179 2.426 -8.045 -0.012 -0.029 0.002
Br 2.148 3.072 -7.322 -0.024 0.079 -0.106
Br 4.502 4.479 -5.719 0.073 0.012 -0.003
H 3.941 4.561 -8.122 0.027 0.059 -0.017
C -7.061 3.543 1.787 0.031 -0.067 0.077
Br -5.810 4.822 1.092 -0.013 0.010 0.004
Br -7.615 2.282 0.450 0.043 -0.058 -0.037
Br -6.372 2.661 3.361 -0.050 0.003 -0.058
H -7.944 4.084 2.092 -0.019 0.055 0.038
C 8.382 -0.128 4.733 -0.049 -0.035 0.024
Br 6.570 0.298 4.256 -0.085 0.052 -0.069
Br 8.550 -0.481 6.613 0.003 -0.018 0.024
Br 9.060 -1.586 3.677 0.012 -0.027 -0.021
H 8.987 0.737 4.511 0.038 0.039 -0.013
C 2.881 4.781 3.255 -0.093 -0.056 0.070
Br 3.454 3.775 4.785 0.006 -0.031 0.013
Br 4.035 4.472 1.748 0.109 0.021 -0.081
Br 1.049 4.404 2.803 0.092 0.162 0.162
H 2.948 5.828 3.505 0.026 0.055 0.002
C -5.897 7.285 -2.152 -0.024 -0.037 0.034
Br -4.832 5.799 -2.752 0.041 -0.029 -0.008
Br -7.739 6.794 -1.918 0.000 -0.013 -0.002
Br -5.164 8.076 -0.560 0.032 0.021 0.008
H -5.860 8.034 -2.927 0.001 0.040 -0.035
C -5.398 -2.264 1.649 -0.038 -0.041 0.005
Br -4.437 -0.849 0.762 -0.076 0.051 -0.151
Br -6.706 -3.060 0.493 0.004 -0.010 -0.023
Br -4.217 -3.577 2.409 0.072 0.053 -0.031
H -5.928 -1.809 2.472 -0.041 0.049 0.017
C -0.005 6.438 -4.259 0.079 -0.066 -0.061
Br -0.375 5.728 -6.001 -0.014 -0.003 0.003
Br -0.610 5.253 -2.868 -0.181 0.038 0.169
Br 1.849 6.897 -4.050 0.000 -0.008 0.037
H -0.572 7.350 -4.153 -0.030 0.035 0.013
C 1.629 -9.517 4.158 -0.037 0.001 0.011
Br 3.405 -9.297 3.459 0.056 -0.149 -0.047
Br 1.529 -9.001 6.001 0.033 0.038 0.073
Br 0.321 -8.596 3.092 0.007 0.019 -0.013
H 1.403 -10.571 4.105 -0.029 -0.049 -0.014
C -1.188 -6.976 10.130 0.004 -0.063 0.005
Br -1.334 -5.129 9.606 -0.004 0.088 0.034
Br 0.548 -7.367 10.851 0.016 0.001 -0.004
Br -2.595 -7.474 11.335 -0.006 0.005 0.011
H -1.306 -7.565 9.233 -0.013 -0.007 -0.051
```
Positions in Å, forces in eV/Å.

The value obtained for the HOMO energy is -0.39275 Ha. The calculation puts the energy at -88045.37700 a.u. As for the total charge: +1. The max |F| is 0.047 Eh/bohr. The calculation puts the lowest unoccupied orbital energy at -2.114 eV. The gap between HOMO and LUMO is 8.573 eV.

- Which value of gap between HOMO and LUMO does entry 2 give?
  8.573 eV

- Among the records above, which one has the highest total charge?
  C30H46Br33FN2O4P3S

- Number 2 is which compound?
  C30H46Br33FN2O4P3S

- gap between HOMO and LUMO of number 2 (C30H46Br33FN2O4P3S)?
  8.573 eV